1.
Entry from the OMol25 dataset: a cluster of 14 separate species, C55H92O25 in total at a distorted geometry (ωB97M-V/def2-TZVPD).

```
! RIJCOSX wB97M-V def2-TZVPD def2/J DEFGRID3
* xyz 0 1
C -0.696 4.232 -0.738
O -1.277 5.452 -0.308
C -0.696 6.569 -0.643
O 0.453 6.693 -1.052
O -1.620 7.521 -0.481
C -1.288 8.826 -0.797
H -1.320 3.354 -0.574
H 0.239 4.103 -0.193
H -0.425 4.309 -1.791
H -2.274 9.288 -0.856
H -0.953 8.960 -1.826
H -0.544 9.310 -0.164
C -0.484 0.077 -1.170
C -0.949 0.158 0.264
C 0.053 -0.724 0.998
O 0.973 -1.207 0.040
C 0.996 -0.375 -1.087
H -0.577 1.020 -1.707
H -1.109 -0.639 -1.704
H -1.914 -0.330 0.398
H -0.954 1.145 0.727
H -0.410 -1.515 1.590
H 0.650 -0.182 1.732
H 1.254 -0.957 -1.972
H 1.743 0.418 -1.051
C 5.718 -2.025 -0.781
C 6.485 -1.168 -1.729
C 5.444 -0.257 -2.409
O 4.236 -0.626 -1.728
C 4.464 -1.187 -0.436
H 6.226 -2.329 0.134
H 5.294 -2.927 -1.221
H 6.955 -1.744 -2.526
H 7.238 -0.580 -1.205
H 5.410 -0.505 -3.470
H 5.597 0.798 -2.183
H 3.608 -1.783 -0.120
H 4.621 -0.320 0.207
C 2.440 -2.524 3.128
C 3.831 -1.956 3.182
C 4.710 -3.086 2.786
O 3.910 -3.934 2.013
C 2.559 -3.556 1.972
H 1.780 -1.671 2.971
H 2.251 -2.949 4.114
H 4.010 -1.569 4.185
H 3.974 -1.139 2.474
H 5.137 -3.665 3.604
H 5.536 -2.634 2.238
H 1.992 -4.471 2.142
H 2.403 -3.101 0.993
C -1.625 -5.930 2.857
C -1.369 -4.409 2.979
C -1.416 -3.874 1.569
O -2.001 -4.937 0.766
C -2.513 -5.891 1.656
H -2.058 -6.546 3.645
H -0.667 -6.366 2.575
H -0.423 -4.123 3.437
H -2.015 -3.842 3.648
H -0.429 -3.623 1.180
H -2.161 -3.078 1.569
H -2.504 -6.891 1.222
H -3.521 -5.559 1.906
O 4.652 -3.060 -4.169
C 3.422 -3.251 -3.896
O 2.388 -3.063 -4.750
C 1.108 -3.201 -4.102
C 1.440 -4.036 -2.819
C 2.849 -3.551 -2.499
H 0.589 -3.812 -4.841
H 0.638 -2.223 -4.002
H 1.487 -5.105 -3.030
H 0.687 -3.910 -2.041
H 3.564 -4.111 -1.897
H 2.742 -2.583 -2.010
O -2.582 5.011 5.729
C -2.546 4.438 4.643
O -3.145 3.216 4.415
C -3.292 2.962 3.035
C -2.376 3.899 2.323
C -2.134 4.972 3.321
H -4.322 3.260 2.840
H -3.218 1.946 2.649
H -2.800 4.290 1.399
H -1.424 3.419 2.096
H -2.806 5.788 3.054
H -1.105 5.331 3.297
O 5.322 3.098 -4.553
C 4.535 3.402 -3.663
O 3.238 3.592 -3.818
C 2.563 3.983 -2.634
C 3.571 3.479 -1.541
C 4.909 3.630 -2.213
H 1.591 3.521 -2.464
H 2.446 5.065 -2.562
H 3.496 2.445 -1.205
H 3.551 4.046 -0.610
H 5.714 2.991 -1.851
H 5.187 4.684 -2.196
O -3.679 -3.978 -5.375
C -3.661 -3.605 -4.183
O -4.021 -4.459 -3.187
C -3.942 -3.803 -1.924
C -2.898 -2.790 -2.139
C -3.184 -2.345 -3.565
H -3.809 -4.586 -1.177
H -4.843 -3.247 -1.667
H -1.895 -3.132 -1.885
H -3.139 -1.989 -1.440
H -2.445 -1.785 -4.138
H -3.997 -1.622 -3.631
O 1.065 4.545 2.780
C 1.679 3.462 2.719
O 2.312 3.091 1.668
C 3.132 2.012 1.978
C 2.924 1.597 3.372
C 1.903 2.555 3.902
H 4.186 2.251 1.840
H 2.886 1.149 1.359
H 3.893 1.676 3.866
H 2.697 0.532 3.418
H 2.262 3.183 4.717
H 0.955 2.110 4.204
O -0.226 1.931 -4.639
C 0.762 1.240 -4.983
O 1.672 0.799 -4.061
C 2.794 0.215 -4.702
C 2.695 0.645 -6.112
C 1.218 0.765 -6.387
H 3.045 -0.833 -4.537
H 3.613 0.792 -4.272
H 3.077 -0.066 -6.844
H 3.258 1.561 -6.289
H 0.718 -0.160 -6.677
H 1.023 1.554 -7.113
O -0.061 -0.435 4.565
C -1.113 -0.765 5.129
O -2.247 0.007 5.081
C -3.272 -0.615 5.883
C -2.921 -2.091 5.773
C -1.381 -2.098 5.855
H -4.235 -0.534 5.378
H -3.308 -0.157 6.871
H -3.432 -2.462 4.885
H -3.323 -2.677 6.599
H -0.865 -2.935 5.386
H -1.084 -1.973 6.896
O -5.831 -3.501 3.535
C -5.610 -2.597 2.759
O -5.512 -1.322 3.194
C -5.451 -0.412 2.106
C -5.099 -1.260 0.923
C -5.633 -2.651 1.272
H -4.693 0.328 2.364
H -6.393 0.132 2.033
H -4.019 -1.373 0.832
H -5.476 -0.845 -0.012
H -5.034 -3.536 1.059
H -6.688 -2.739 1.014
O -3.876 1.495 0.119
C -3.777 1.747 -1.087
O -3.255 0.858 -1.926
C -3.196 1.355 -3.223
C -3.037 2.898 -3.022
C -3.948 3.077 -1.831
H -4.065 1.028 -3.794
H -2.339 0.890 -3.709
H -3.221 3.385 -3.979
H -2.014 3.259 -2.915
H -4.978 3.278 -2.126
H -3.578 3.882 -1.197
*
```

Output
frontier orbital gap	9.93	eV
LUMO level	0.2227	eV
electronic energy	-4031.841949	a.u.
HOMO level	-0.3568	hartree

=====

2.
Entry from the OMol25 dataset: a cluster of 9 separate species, C56H100N2O11 in total at a distorted geometry (ωB97M-V/def2-TZVPD).

```
! RIJCOSX wB97M-V def2-TZVPD def2/J DEFGRID3
* xyz 0 1
C -4.571 1.319 2.971
C -5.562 0.004 3.043
C -4.823 -1.352 3.651
C -4.109 -1.100 5.106
C -2.893 -2.137 5.473
C -1.790 -2.351 4.273
C -0.307 -1.974 4.881
C 0.860 -2.903 4.135
C 1.248 -2.117 2.747
C 0.328 -2.810 1.544
C -0.046 -1.768 0.335
C -1.614 -1.248 0.342
C -1.824 -0.449 -1.104
C -3.237 -0.874 -1.868
C -3.314 -0.130 -3.334
C -2.769 -1.089 -4.587
C -2.394 -0.240 -5.941
C -0.777 -0.077 -6.219
C 0.106 -0.046 -4.834
C 1.080 -1.312 -4.359
C 1.947 -1.312 -2.937
C 1.848 0.013 -1.920
C 0.906 1.244 -2.450
C 0.053 1.261 -3.848
C -0.721 2.702 -3.945
O -1.858 3.061 -4.580
N 0.187 3.567 -3.045
C 1.414 4.046 -3.789
C 1.877 5.582 -3.453
C 2.261 5.867 -1.884
C 3.865 6.134 -1.612
N 4.577 4.978 -0.924
C 4.241 4.892 0.549
C 3.612 3.495 1.221
O 4.422 5.902 1.444
C 0.500 2.696 -1.810
O 0.426 2.992 -0.510
H -4.934 2.148 2.205
H -3.467 0.962 2.782
H -4.640 1.841 4.041
H -5.868 -0.254 1.919
H -6.560 0.257 3.628
H -4.115 -1.756 2.812
H -5.697 -2.149 3.781
H -4.954 -1.256 5.925
H -3.696 -0.010 5.272
H -3.275 -3.188 5.868
H -2.307 -1.655 6.390
H -1.981 -1.608 3.358
H -1.828 -3.441 3.788
H -0.207 -2.150 6.035
H -0.145 -0.814 4.666
H 0.359 -3.923 3.837
H 1.770 -3.131 4.843
H 2.407 -2.275 2.563
H 1.081 -0.960 2.845
H 1.033 -3.646 1.070
H -0.624 -3.358 1.947
H 0.623 -0.804 0.482
H 0.169 -2.331 -0.684
H -1.666 -0.406 1.185
H -2.403 -2.096 0.511
H -0.950 -0.824 -1.821
H -1.756 0.704 -0.881
H -3.237 -2.045 -1.913
H -4.154 -0.442 -1.238
H -2.724 0.877 -3.246
H -4.441 0.140 -3.516
H -3.710 -1.766 -4.872
H -1.937 -1.851 -4.240
H -2.833 0.869 -5.929
H -2.834 -0.869 -6.855
H -0.410 -1.033 -6.832
H -0.533 0.849 -6.900
H 1.109 -2.224 -5.128
H 2.599 -2.255 -2.668
H 2.396 0.090 -0.889
H 2.355 3.330 -3.671
H 1.129 4.029 -4.946
H 1.105 6.407 -3.818
H 2.870 5.796 -4.080
H 1.922 5.038 -1.132
H 1.690 6.859 -1.556
H 3.929 7.048 -0.851
H 4.454 6.477 -2.590
H 4.227 4.078 -1.356
H 3.748 3.473 2.403
H 4.022 2.524 0.711
H 2.458 3.555 1.030
C -6.260 -3.389 -0.220
C -6.861 -2.189 -0.901
C -8.113 -2.404 -1.709
O -6.348 -1.075 -0.802
H -5.361 -3.084 0.326
H -6.976 -3.809 0.492
H -5.980 -4.138 -0.965
H -8.911 -2.779 -1.063
H -7.915 -3.109 -2.520
H -8.433 -1.450 -2.143
C -2.939 5.482 5.085
C -2.910 4.032 5.488
C -1.717 3.554 6.273
O -3.824 3.267 5.186
H -3.858 5.684 4.524
H -2.927 6.115 5.976
H -2.082 5.708 4.446
H -1.651 4.101 7.216
H -0.806 3.694 5.686
H -1.832 2.488 6.493
C 9.917 5.007 -2.839
C 8.437 5.254 -2.962
C 7.612 5.167 -1.706
O 7.922 5.518 -4.047
H 10.384 5.103 -3.824
H 10.362 5.745 -2.167
H 10.094 3.995 -2.465
H 7.955 5.911 -0.983
H 7.687 4.162 -1.281
H 6.563 5.368 -1.946
C -2.026 -6.340 -0.210
C -2.627 -6.115 1.151
C -1.904 -6.699 2.335
O -3.670 -5.477 1.291
H -2.654 -5.862 -0.969
H -1.027 -5.897 -0.253
H -1.976 -7.412 -0.421
H -0.900 -6.272 2.405
H -1.849 -7.786 2.237
H -2.453 -6.457 3.251
C 12.827 3.045 -5.912
C 13.160 2.911 -4.450
C 13.581 1.552 -3.956
O 13.091 3.874 -3.688
H 12.540 4.080 -6.125
H 13.701 2.793 -6.517
H 11.988 2.391 -6.163
H 14.489 1.233 -4.474
H 12.776 0.831 -4.121
H 13.790 1.605 -2.883
C -11.129 0.616 -3.866
C -10.261 -0.439 -4.498
C -9.877 -0.248 -5.941
O -9.879 -1.418 -3.860
H -11.326 0.346 -2.823
H -10.617 1.581 -3.887
H -12.083 0.679 -4.396
H -9.309 0.679 -6.055
H -10.775 -0.223 -6.564
H -9.250 -1.085 -6.264
C 5.331 -4.163 -0.609
C 5.081 -2.949 0.246
C 5.483 -1.612 -0.315
O 4.568 -3.047 1.359
H 4.990 -5.058 -0.076
H 4.772 -4.080 -1.545
H 6.400 -4.262 -0.811
H 4.932 -1.414 -1.238
H 6.560 -1.597 -0.504
H 5.244 -0.827 0.411
C 0.858 -4.786 8.484
C -0.622 -4.539 8.361
C -1.447 -4.627 9.617
O -1.137 -4.275 7.276
H 1.325 -4.690 7.498
H 1.303 -4.049 9.156
H 1.035 -5.798 8.858
H -1.104 -3.882 10.340
H -1.372 -5.631 10.041
H -2.496 -4.425 9.377
*
```

Output
frontier orbital gap	7.58	eV
LUMO level	-1.3434	eV
electronic energy	-3130.106277	a.u.
SMILES	CCCCCCCCCCCCCCCCCCc1cccc2c1C(=O)N(CCCCNC(C)=O)C2=O.CC(C)=O.CC(C)=O.CC(C)=O.CC(C)=O.CC(C)=O.CC(C)=O.CC(C)=O.CC(C)=O
HOMO level	-0.3280	hartree

=====

> The highest LUMO level belongs to which entry?

C55H92O25